C55H51BaN6O6P4Se | wB97M-V/def2-TZVPD

Geometry as ORCA input:
```
! RIJCOSX wB97M-V def2-TZVPD def2/J DEFGRID3
* xyz -1 1
Ba 0.42926 0.50184 0.22968
C 4.32756 0.16639 4.78663
N 4.00138 -0.41785 3.51115
C 3.54536 -1.69734 3.32732
C 3.35219 -1.83889 1.98179
N 3.66649 -0.68247 1.33987
C 4.01993 0.17362 2.26949
P 4.55151 1.90642 2.09769
C 4.03844 2.30319 0.40506
N 3.78747 1.46358 -0.57109
C 3.41325 2.22338 -1.63745
C 3.45350 3.54914 -1.30409
N 3.86782 3.59776 0.00045
C 3.91187 4.78451 0.81937
C 3.09251 2.67593 2.90021
N 1.87535 2.58092 2.40789
C 1.08351 3.37258 3.17117
C 1.82556 3.95909 4.16044
N 3.11302 3.51689 3.97847
C 4.24266 3.87021 4.80261
H 4.81623 -0.58243 5.40890
H 3.43769 0.53799 5.30203
H 5.02955 0.98832 4.64108
H 3.38206 -2.36225 4.15962
H 2.98309 -2.69736 1.44237
H 3.08301 1.76702 -2.55820
H 3.17674 4.44132 -1.84105
H 4.07377 5.65122 0.18185
H 4.73896 4.72075 1.52790
H 2.97317 4.91096 1.36343
H 0.03050 3.47908 2.97235
H 1.56499 4.64050 4.95374
H 4.26819 4.94868 4.95918
H 5.16007 3.56780 4.30021
H 4.19028 3.37322 5.77364
C -4.37862 3.02261 1.62542
C -3.29317 2.91954 2.48178
C -2.69617 1.68979 2.71940
C -3.17496 0.54268 2.09463
C -4.27842 0.65345 1.24869
C -4.87712 1.88121 1.01601
P -2.30109 -1.05904 2.17731
C -3.70789 -2.16501 2.64693
C -3.71984 -3.46162 2.13660
C -4.74400 -4.34453 2.44895
C -5.78047 -3.93835 3.27615
C -5.78093 -2.64975 3.79446
C -4.75367 -1.77263 3.48250
C -1.27469 -0.91241 3.66854
C -1.61272 -1.41183 4.92311
C -0.73846 -1.22307 5.98538
C 0.44049 -0.52096 5.76992
C 0.74253 -0.03154 4.49954
C -0.07505 -0.22639 3.37536
H -4.81860 3.98992 1.41566
H -2.88889 3.81106 2.95053
H -1.83281 1.61403 3.36694
H -4.66231 -0.22981 0.74656
H -5.71630 1.94942 0.33329
H -2.91020 -3.77966 1.48683
H -4.73452 -5.34843 2.03932
H -6.58815 -4.62134 3.51475
H -6.58635 -2.32631 4.44469
H -4.76054 -0.76562 3.88574
H -2.54494 -1.94794 5.08340
H -0.97771 -1.61268 6.96960
H 1.12625 -0.35829 6.60145
H 1.67397 0.52879 4.37390
O 1.30274 -1.76965 -0.41490
P 0.65613 -2.03496 -1.74657
C -0.97981 -1.15009 -2.01662
P -0.68140 0.72266 -2.75344
O 0.72701 0.78593 -2.15671
C -0.26814 0.45232 -4.50589
C 0.83847 1.11063 -5.02491
C 1.18582 0.95343 -6.35853
C 0.43908 0.11955 -7.17850
C -0.66379 -0.54955 -6.66323
C -1.02273 -0.37161 -5.33606
C -2.51034 1.01393 -3.02478
C -3.51331 0.37903 -2.30389
C -4.85075 0.56993 -2.62013
C -5.20879 1.40992 -3.66348
C -4.21648 2.06823 -4.37558
C -2.88207 1.87543 -4.05475
C 1.81086 -1.76222 -3.10002
C 3.02319 -1.15029 -2.80073
C 3.95742 -0.96763 -3.81128
C 3.68287 -1.39288 -5.10479
C 2.47660 -2.01626 -5.39424
C 1.54342 -2.20853 -4.38836
C 0.35032 -3.83560 -1.80226
C -0.91160 -4.41394 -1.87597
C -1.05434 -5.79411 -1.84687
C 0.06577 -6.60667 -1.74048
C 1.32752 -6.03479 -1.65468
C 1.46805 -4.65637 -1.68419
H -1.43450 -1.06713 -1.01971
H -1.65055 -1.73916 -2.64215
H 1.42254 1.74281 -4.36679
H 2.04904 1.47597 -6.75524
H 0.71425 -0.00836 -8.21916
H -1.25225 -1.20097 -7.29888
H -1.90233 -0.87192 -4.94629
H -3.26850 -0.23638 -1.44874
H -5.61295 0.06957 -2.03373
H -6.25250 1.56591 -3.90846
H -4.47962 2.74498 -5.17932
H -2.11982 2.41000 -4.60435
H 3.23293 -0.80801 -1.79124
H 4.89936 -0.48487 -3.57913
H 4.41208 -1.23892 -5.89166
H 2.25884 -2.34669 -6.40282
H 0.60398 -2.70422 -4.61218
H -1.79725 -3.79176 -1.93850
H -2.04400 -6.23172 -1.90000
H -0.04234 -7.68439 -1.71864
H 2.20471 -6.66326 -1.55957
H 2.45265 -4.20799 -1.60751
O 0.43393 3.31806 -0.12453
Se -0.96076 3.15368 -0.96003
O -1.96719 4.35086 -0.84343
O -1.61343 1.68647 -0.49734
O -0.65961 2.73257 -2.59594
*
```

Properties
**Lowest unoccupied orbital energy**: 2.076 eV
**E_HOMO**: -4.1 eV
**Electronic energy**: -182286.179 eV
**HOMO-LUMO gap**: 6.14 eV



C55H53Cl4FO16 | wB97M-V/def2-TZVPD

Geometry as ORCA input:
```
! RIJCOSX wB97M-V def2-TZVPD def2/J DEFGRID3
* xyz 0 1
Cl -25.87012 -31.94169 -17.27153
C -26.29969 -33.62179 -16.90997
Cl -27.74773 -33.54527 -15.89912
Cl -26.56028 -34.51225 -18.41845
Cl -25.06156 -34.41474 -15.89512
O -29.96784 -36.33936 -23.43380
C -28.82875 -36.94459 -22.94983
C -28.24535 -38.02327 -23.60004
C -27.04086 -38.55659 -23.11772
C -26.37223 -37.90990 -22.09061
O -25.23095 -38.45261 -21.55893
C -26.92759 -36.76925 -21.51211
C -28.15140 -36.29975 -21.90928
H -30.69551 -36.93852 -23.64655
H -28.84272 -38.47591 -24.38067
H -26.63739 -39.44567 -23.58011
H -25.21496 -39.41670 -21.55109
H -26.47522 -36.50355 -20.56203
H -28.51064 -35.43700 -21.36577
O -27.32032 -39.75640 -28.59236
C -28.03641 -38.60048 -28.39719
C -28.02436 -37.65333 -29.41651
C -28.83303 -36.53202 -29.25297
C -29.58486 -36.33133 -28.10234
O -30.36677 -35.22927 -27.94190
C -29.46837 -37.21252 -27.04535
C -28.76824 -38.41847 -27.25441
H -26.95464 -39.84756 -29.47215
H -27.37415 -37.79541 -30.26855
H -28.93016 -35.81505 -30.05947
H -30.36150 -34.89061 -26.99981
H -30.15328 -37.08928 -26.21799
H -28.72850 -39.18916 -26.49332
O -21.38371 -41.32854 -21.79016
C -20.98652 -40.44632 -22.73690
C -19.67763 -40.40107 -23.12779
C -19.20166 -39.41035 -23.99263
C -20.10428 -38.42549 -24.40543
O -19.69967 -37.55733 -25.40497
C -21.45770 -38.46298 -24.08847
C -21.86314 -39.46520 -23.21715
H -22.27023 -41.07507 -21.50348
H -18.91956 -41.08792 -22.77241
H -18.16712 -39.41079 -24.29830
H -20.31124 -36.81445 -25.40036
H -22.14169 -37.74036 -24.51160
H -22.89740 -39.43574 -22.88746
O -22.60584 -42.55438 -24.63466
C -23.93105 -42.29690 -24.83682
C -24.88175 -43.12981 -24.24113
C -26.19610 -42.73217 -24.38367
C -26.53118 -41.50362 -24.94420
O -27.83281 -41.07936 -24.98356
C -25.58272 -40.72236 -25.57320
C -24.25465 -41.16383 -25.56167
H -22.04487 -42.06655 -25.24356
H -24.60364 -43.99027 -23.65146
H -26.99995 -43.32858 -23.96601
H -28.49595 -41.55920 -24.48545
H -25.90080 -39.73490 -25.88264
H -23.50772 -40.48636 -25.95352
O -30.04954 -34.51661 -25.52253
C -30.31897 -33.16486 -25.29342
C -30.69541 -32.38350 -26.34789
C -30.93800 -31.03157 -26.10515
C -30.66297 -30.44588 -24.86529
O -30.81075 -29.09862 -24.66676
C -30.12281 -31.24718 -23.88586
C -30.03560 -32.61924 -24.02870
H -29.98530 -34.94434 -24.64870
H -30.96769 -32.83195 -27.29325
H -31.33543 -30.37812 -26.87249
H -30.28117 -28.53691 -25.23616
H -29.66288 -30.77388 -23.02477
H -29.67432 -33.25139 -23.22958
O -27.01180 -44.54529 -18.90469
C -26.23788 -43.48795 -19.28882
C -26.06407 -42.44421 -18.37466
C -25.34530 -41.33838 -18.75932
C -24.66593 -41.27816 -19.97660
O -23.92441 -40.17956 -20.29373
C -24.80781 -42.33270 -20.87166
C -25.57123 -43.43765 -20.50732
H -26.99377 -44.68478 -17.95617
H -26.65898 -42.48603 -17.47117
H -25.29686 -40.45613 -18.12948
H -23.76935 -39.50329 -19.62722
H -24.36095 -42.28971 -21.85582
H -25.59647 -44.29531 -21.16687
O -34.33539 -38.09711 -28.83856
C -33.60447 -38.23919 -27.68454
C -33.69888 -37.32656 -26.65884
C -32.95450 -37.45046 -25.50640
C -32.20232 -38.60692 -25.35979
O -31.43724 -38.78530 -24.22145
C -32.09952 -39.58421 -26.36209
C -32.81305 -39.36415 -27.52801
H -34.25255 -37.17571 -29.10820
H -34.26314 -36.40181 -26.73082
H -32.98661 -36.72532 -24.70465
H -31.41117 -39.74463 -24.12387
H -31.38826 -40.38221 -26.19224
H -33.02320 -40.15161 -28.24421
O -22.27638 -32.06360 -18.79105
C -22.68966 -33.34913 -19.00779
C -23.43208 -33.67922 -20.14242
C -23.63168 -35.04557 -20.38898
C -23.21125 -36.04492 -19.52310
O -23.58754 -37.33951 -19.74844
C -22.67855 -35.64402 -18.30692
C -22.36305 -34.32113 -18.07132
H -22.25049 -31.85522 -17.85332
H -23.74131 -32.96784 -20.89290
H -24.16245 -35.29478 -21.30178
H -23.99965 -37.48511 -20.61961
H -22.52881 -36.45375 -17.60167
H -21.86014 -34.03880 -17.15531
F -30.09358 -31.31715 -19.28029
C -28.87649 -31.25338 -19.85260
C -28.25492 -30.03363 -20.03500
C -27.02054 -30.03264 -20.65447
C -26.45117 -31.20996 -21.17535
C -27.15353 -32.41001 -21.07077
C -28.35408 -32.41371 -20.38806
H -28.59128 -29.06809 -19.68392
H -26.53777 -29.06722 -20.72776
H -25.47324 -31.11562 -21.62589
H -26.78821 -33.33338 -21.49944
H -28.97313 -33.29588 -20.27882
*
```

Properties
**Lowest unoccupied orbital energy**: 0.026 eV
**E_HOMO**: -7.7 eV
**Electronic energy**: -143459.485 eV
**HOMO-LUMO gap**: 7.74 eV
**SMILES**: ClC(Cl)(Cl)Cl.Oc1ccc(O)cc1.Oc1ccc(O)cc1.Oc1ccc(O)cc1.Oc1ccc(O)cc1.Oc1ccc(O)cc1.Oc1ccc(O)cc1.Oc1ccc(O)cc1.Oc1ccc(O)cc1.Fc1ccccc1